Below is 2 unconnected molecules or ions with the total composition C8H12 at a distorted geometry, with properties calculated with ωB97M-V with the def2-TZVPD basis set.

Structure (XYZ):
```
20
Properties=species:S:1:pos:R:3:forces:R:3
C -2.1820 0.7079 0.2854 0.4 -0.2 0.7
C -3.6444 0.7235 0.0640 -0.2 0.3 -1.5
C -4.1896 0.3883 -1.0982 -0.2 0.6 0.5
C -0.1209 -1.0546 1.2012 -0.3 0.9 -1.6
C 0.8707 -0.8362 0.2471 -0.7 -1.4 0.1
C 1.9075 0.0498 0.2516 1.2 0.0 -0.7
C 3.1263 -0.2892 -0.4939 -1.0 0.0 0.8
C 4.2946 0.3415 -0.3374 -0.7 1.4 0.1
H -1.9784 -0.1409 -0.3993 0.8 -0.1 0.0
H -1.7883 0.4675 1.2633 -0.7 0.1 0.2
H -1.6147 1.5783 -0.0505 -0.4 0.0 -0.2
H -5.1417 0.7629 -1.4758 0.0 -0.2 0.4
H -3.6467 -0.2038 -1.8415 0.1 -0.2 0.1
H -0.0692 -0.6079 2.1796 -0.1 0.2 0.1
H -1.0520 -1.4843 0.8330 0.5 -0.8 0.7
H 0.8463 -1.5758 -0.5845 0.1 0.4 0.4
H 1.7812 1.0417 0.6676 0.3 -0.1 0.6
H 2.9798 -1.2112 -1.0295 0.4 -0.1 -0.7
H 5.1673 0.2718 -0.9808 -0.1 -0.5 0.4
H 4.2321 1.1764 0.3841 0.5 -0.3 -0.5
```
Forces are in eV/Å.

Its energy relative to the best compared isomer or geometry (same formula, charge and spin) is 176.73 kcal per mole. The spin multiplicity is 1. The orbital gap comes out at 0.119 Eh. The lowest unoccupied orbital energy is -2.65 eV. The value obtained for the HOMO energy is -5.892 eV.

Atomic partial charges in e from the Mulliken method, atoms 1 to 6: -0.370, -0.227, -0.638, -1.448, 0.124, 0.005

Below is C8H12 in the gas phase at a distorted geometry, with properties calculated with ωB97M-V with the def2-TZVPD basis set.

Structure (XYZ):
```
20
Properties=species:S:1:pos:R:3:forces:R:3
C -2.7838 -0.0826 2.0663 -2.4 0.0 0.7
C -1.5407 -0.3875 1.7575 1.6 -1.3 0.7
C -0.9219 -0.2750 0.4465 -1.1 0.0 -1.1
C 0.3630 -0.0290 0.1308 -1.0 -0.5 -1.4
C 1.5602 -0.2803 0.9726 -0.8 1.0 2.1
C 0.6484 0.3736 -1.3058 -1.1 -1.6 0.2
C -0.1937 1.2182 -1.9145 -0.5 0.8 2.9
C 1.7333 -0.3769 -1.9992 1.2 1.1 -1.1
H -3.6400 0.1478 1.4347 0.9 0.5 -1.2
H -3.3307 -0.1089 3.0152 1.4 -0.5 0.5
H -0.8529 -0.8786 2.4784 -0.6 0.9 0.2
H -1.6565 -0.4172 -0.3842 0.7 0.8 0.5
H 1.4953 0.2081 1.9603 -0.2 0.7 -0.4
H 2.4378 0.1273 0.5054 0.6 -0.6 0.0
H 1.5564 -1.2768 1.3992 0.7 -0.7 -0.9
H -0.9481 1.5754 -1.2042 0.1 0.0 -0.3
H -0.1563 1.9279 -2.6951 0.6 -0.4 -1.7
H 1.4459 -0.7995 -2.9737 -0.2 0.1 0.5
H 2.4349 0.4230 -2.2270 0.6 0.0 -0.5
H 2.3493 -1.0891 -1.4632 -0.5 -0.3 0.4
```
Forces are in eV/Å.

Its energy relative to the best compared isomer or geometry (same formula, charge and spin) is 50.13 kcal per mole. The spin multiplicity is 1. The orbital gap comes out at 0.331 Eh. The lowest unoccupied orbital energy is 0.80 eV. The value obtained for the HOMO energy is -8.196 eV.

Atomic partial charges in e from the Mulliken method, atoms 1 to 6: -0.850, -0.165, -0.509, 0.921, -1.581, 0.530

Below is C8H12 in the gas phase at a distorted geometry, with properties calculated with ωB97M-V with the def2-TZVPD basis set.

Structure (XYZ):
```
20
Properties=species:S:1:pos:R:3:forces:R:3
C -0.8197 -3.4107 1.0412 0.0 2.2 -0.9
C -0.8084 -2.3019 0.2423 -1.3 -2.2 0.7
C -1.0202 -0.9606 0.5807 0.4 6.2 -3.7
C -1.0505 0.2276 -0.5048 -0.8 -4.8 4.3
C -0.2007 1.3403 -0.3572 1.6 2.5 0.3
C -0.3268 2.5151 -1.0594 0.2 -1.7 -1.1
C 1.0915 1.1338 0.4813 -1.1 -0.4 -0.1
C 2.3682 1.2769 -0.3222 -0.8 0.8 -0.8
H -0.5005 -4.2799 0.5225 -0.1 -1.1 0.3
H -1.1162 -3.3545 2.0766 0.3 -0.3 0.2
H -0.6821 -2.5181 -0.7930 0.3 0.1 -0.7
H -0.8127 -0.5672 1.5825 0.2 -0.5 -0.3
H -1.7300 0.2387 -1.3445 0.1 -0.7 -0.3
H -1.2048 2.6092 -1.7322 0.6 0.3 0.6
H 0.5858 3.0895 -1.3390 -1.1 0.0 0.8
H 1.0953 1.8506 1.3207 0.0 -0.6 -0.1
H 1.0122 0.0827 0.7876 0.3 0.5 0.6
H 3.2202 1.0511 0.2946 0.5 0.1 0.1
H 2.3422 0.6120 -1.1934 0.1 0.1 0.2
H 2.3871 2.3223 -0.6905 0.6 -0.6 0.1
```
Forces are in eV/Å.

Its energy relative to the best compared isomer or geometry (same formula, charge and spin) is 77.40 kcal per mole. The spin multiplicity is 1. The orbital gap comes out at 0.229 Eh. The lowest unoccupied orbital energy is -0.99 eV. The value obtained for the HOMO energy is -7.208 eV.

Atomic partial charges in e from the Mulliken method, atoms 1 to 6: -0.822, 0.127, -0.631, -0.710, 0.764, -0.870

Below is a molecular structure, C8H12 at a distorted geometry, with properties calculated with ωB97M-V with the def2-TZVPD basis set.

Structure (XYZ):
```
20
Properties=species:S:1:pos:R:3:forces:R:3
C 0.2276 1.6988 -1.9817 3.4 4.5 -1.1
C -0.3425 0.5770 -0.9732 1.0 1.6 -4.7
C -1.6547 0.5031 -1.7063 -5.2 -1.5 0.6
C 0.1756 -0.2205 -0.0446 -0.8 1.8 -0.8
C 1.4998 -0.1025 0.6514 -0.1 3.2 2.4
C 1.2818 -0.9175 1.8323 -3.1 -2.9 3.7
C -0.3224 -1.3088 1.9355 4.8 0.7 -3.4
C -0.8242 -0.8821 0.8022 -1.1 0.5 -0.4
H -0.5981 2.5828 -1.9754 2.0 -2.3 -0.4
H 1.3579 2.5812 -1.8596 -3.0 -3.0 0.7
H 0.5953 1.4774 -3.1412 -1.7 -0.2 3.1
H -1.5198 0.5244 -2.8475 -0.2 0.4 1.9
H -2.3727 1.4837 -1.3059 1.8 -2.9 -1.5
H -2.4218 -0.5746 -1.6048 2.4 3.2 0.2
H 2.5322 -0.3541 0.3596 -0.9 0.5 -1.3
H 1.5047 0.9288 1.2752 0.3 -1.3 -2.6
H 2.0642 -1.6106 2.0055 0.2 -1.8 -0.2
H 1.2551 -0.4783 2.7974 0.8 1.6 0.9
H -0.7450 -1.9090 2.6206 -1.4 -1.5 2.7
H -1.8985 -0.7367 0.5831 0.8 -0.6 0.0
```
Forces are in eV/Å.

Its energy relative to the best compared isomer or geometry (same formula, charge and spin) is 134.38 kcal per mole. The spin multiplicity is 1. The orbital gap comes out at 0.329 Eh. The lowest unoccupied orbital energy is 0.86 eV. The value obtained for the HOMO energy is -8.108 eV.

Atomic partial charges in e from the Mulliken method, atoms 1 to 6: -1.114, 0.790, -1.303, 0.374, -0.454, -0.611

Below is a molecular structure, C8H12Ag2F2NO7 at a distorted geometry, with properties calculated with ωB97M-V with the def2-TZVPD basis set.

Structure (XYZ):
```
32
Properties=species:S:1:pos:R:3:forces:R:3
Ag 2.7440 -0.9752 -2.4892 -0.1 0.3 0.0
Ag 4.0796 1.4129 -0.1890 -0.9 -0.9 -1.8
F 4.7150 0.3025 -2.0679 -0.4 0.8 1.2
F 2.0426 0.5555 -0.8438 1.2 0.4 0.0
N 4.1449 -1.7276 0.6482 0.5 1.8 -1.4
O 4.7070 -2.6682 1.2526 -0.4 -0.1 0.2
O 4.3820 -0.5824 1.0105 0.4 -0.6 1.4
O 3.5035 -1.9270 -0.3513 -0.3 -1.6 0.3
O -4.4481 -0.9260 -1.2270 1.0 0.8 -1.0
C -3.4825 -0.3206 -1.7727 1.9 -0.8 0.1
O -2.3640 -0.9517 -2.0834 -2.5 -0.8 0.9
C -1.3048 -0.0627 -2.3756 1.9 1.1 -1.5
C -1.7523 1.3407 -2.0655 -0.6 -0.3 1.1
C -3.3445 1.1572 -2.0431 1.0 0.9 0.6
H -1.0333 -0.0849 -3.4310 -0.5 -0.7 -0.2
H -0.4114 -0.3868 -1.8418 -0.3 -0.1 0.4
H -1.3755 2.0980 -2.7529 -0.5 -0.2 -0.4
H -1.2954 1.6206 -1.1163 -0.8 0.1 0.4
H -3.7425 1.3813 -3.0328 -0.4 -0.1 0.1
H -3.8176 1.7417 -1.2540 -0.2 0.1 -0.3
O -2.1387 1.5333 2.9728 2.2 -2.1 -1.2
C -1.2988 0.7088 2.6188 -2.5 1.8 1.8
O -1.4136 0.0070 1.4415 0.2 0.1 0.3
C -0.2469 -0.8328 1.3524 -0.3 -0.6 -1.6
C 0.7864 -0.1261 2.1408 1.8 -0.5 1.4
C -0.0368 0.2350 3.3517 -1.1 1.2 -0.1
H -0.0236 -0.9786 0.2956 0.1 0.3 -0.1
H -0.4507 -1.8424 1.7092 -0.2 0.1 0.5
H 1.2708 0.7216 1.6562 -0.5 0.2 -0.2
H 1.6034 -0.7648 2.4766 0.1 -0.3 -0.3
H 0.3031 0.9834 4.0676 0.2 0.1 -0.4
H -0.3010 -0.6418 3.9430 0.0 -0.2 -0.1
```
Forces are in eV/Å.

The spin multiplicity is 4. The orbital gap (spin up / spin down) comes out at 0.262 / 0.117 Eh. As for the expectation value of S²: 3.777. The lowest unoccupied orbital energy (spin up / spin down) is -7.88 / -11.84 eV. The value obtained for the HOMO energy (spin up / spin down) is -15.013 / -15.012 eV. As for the net charge: +2.

Atomic partial charges in e from the Mulliken method, atoms 1 to 6: 0.796, 0.943, -0.387, -0.436, 1.100, -0.196

Below is a molecular structure, C8H12AlO6 at a distorted geometry, with properties calculated with ωB97M-V with the def2-TZVPD basis set.

Structure (XYZ):
```
27
Properties=species:S:1:pos:R:3:forces:R:3
Al 1.3184 -1.9961 -2.6038 -0.4 -0.2 -0.2
C 4.5583 1.5551 2.8170 1.7 -0.4 3.7
C 3.9789 2.0070 1.4407 0.5 -1.4 -2.2
C 5.0453 2.1557 0.4057 -3.5 -1.0 0.2
O 4.5858 1.2633 -0.6002 3.0 1.2 0.7
C 3.5392 0.6016 -0.1978 -1.0 -2.2 -2.3
O 3.0178 -0.1795 -0.9435 -0.5 0.5 0.8
O 3.1804 0.9338 1.0554 0.1 1.4 0.5
H 3.8207 1.4018 3.6047 -0.7 -0.3 -0.6
H 5.2249 2.2772 3.2885 0.0 0.9 -0.7
H 5.2019 0.7002 2.6097 -0.4 -0.4 -0.2
H 3.3919 2.9247 1.4759 -0.9 0.9 1.4
H 6.0509 1.9306 0.7610 1.3 -0.1 -0.4
H 5.0075 3.2142 0.1481 0.7 1.1 -0.8
C -5.0888 -1.2382 0.5986 -0.1 -1.0 -0.1
C -4.5218 -1.8544 -0.7680 -0.1 3.2 0.5
C -5.0348 -1.2546 -2.0746 0.9 -1.8 0.6
O -3.8925 -1.1193 -2.8862 0.1 -0.7 0.6
C -2.8086 -1.5510 -2.1808 3.4 2.0 -1.8
O -1.6407 -1.5823 -2.5926 -3.0 -0.3 0.8
O -3.1360 -1.6788 -0.8984 -0.4 -1.1 0.8
H -6.1710 -1.3679 0.6121 -0.1 0.0 -0.4
H -4.8449 -0.1806 0.6983 0.3 0.0 -0.4
H -4.7646 -1.7776 1.4886 0.4 -0.1 -0.3
H -4.6700 -2.9322 -0.8345 -0.6 -1.2 0.5
H -5.5892 -0.3382 -1.8720 -0.2 0.8 -0.1
H -5.7592 -1.9145 -2.5520 -0.5 0.0 -0.7
```
Forces are in eV/Å.

The spin multiplicity is 2. The orbital gap (spin up / spin down) comes out at 0.093 / 0.080 Eh. As for the expectation value of S²: 0.770. The lowest unoccupied orbital energy (spin up / spin down) is -21.46 / -21.51 eV. The value obtained for the HOMO energy (spin up / spin down) is -24.003 / -23.674 eV. As for the net charge: +4.

Atomic partial charges in e from the Mulliken method, atoms 1 to 6: 1.409, -1.147, 0.474, -0.246, -0.099, 0.604